Record 1
A cluster of 3 separate species, CH8N2O2 in total at a distorted geometry, computed with wB97M-V/def2-TZVPD.

The geometry in XYZ format:
```
13
Properties=species:S:1:pos:R:3:forces:R:3:lowdin_charge:R:1
H -1.283 0.539 0.818 0.39 1.24 0.91 0.04
N -0.284 0.321 0.822 -0.57 -1.05 -1.48 0.04
C -0.137 -0.704 1.567 -0.41 0.71 0.37 -0.40
N 0.683 -1.748 1.258 0.36 -0.54 0.71 0.08
H -0.647 -0.703 2.552 0.04 -0.83 -0.27 0.11
H 0.611 -2.127 0.326 0.22 0.73 -0.09 0.06
H 0.760 -2.479 1.947 -0.05 0.12 0.13 0.08
O -0.766 3.149 -1.279 -0.23 0.12 -0.44 -0.05
H -0.431 3.370 -0.424 -0.06 0.69 1.17 0.01
H -0.152 2.449 -1.463 0.25 -0.89 -0.65 0.01
O 0.505 -1.157 -1.652 -0.01 -1.14 0.29 -0.06
H 0.714 -0.599 -2.391 0.14 0.43 -0.49 0.03
H 0.781 -2.047 -1.922 -0.08 0.42 -0.16 0.05
```
Positions in Å, forces in eV/Å.

- SMILES string: [H]/N=C/N.O.O
- Relative energy (zero: lowest compared OMol25 entry of this formula, charge and spin): 1.470 eV
- DFT total energy: -8240.7863 eV
- Lowest unoccupied orbital energy: 0.66 eV
- Kohn-Sham gap: 0.336 hartree
- HOMO level: -0.3118 hartree

***

Record 2
A structure of composition C35H23F15N5O4OsS at a distorted geometry, computed with wB97M-V/def2-TZVPD.

The geometry in XYZ format:
```
84
Properties=species:S:1:pos:R:3:forces:R:3:lowdin_charge:R:1
Os -0.212 0.085 0.131 3.86 1.49 0.58 1.64
C 2.903 2.346 6.044 0.00 -0.08 0.02 -0.05
C 2.438 2.075 4.645 -0.15 0.02 -0.07 -0.26
C 3.289 2.193 3.553 -0.13 -0.06 0.11 -0.03
C 2.824 1.954 2.283 -0.23 -0.27 -0.21 -0.01
C 1.480 1.620 2.023 0.25 0.31 1.64 -0.23
N 1.082 1.532 0.696 -1.04 -1.20 -0.26 -0.09
C 1.608 2.519 -0.115 0.64 1.05 -1.13 -0.21
C 1.725 3.814 0.437 -0.20 -0.26 -0.04 -0.01
C 2.392 4.826 -0.205 0.04 0.02 -0.18 -0.03
C 2.978 4.615 -1.449 -0.07 -0.23 -0.03 -0.26
C 3.814 5.660 -2.120 -0.16 0.07 -0.04 -0.05
C 2.752 3.395 -2.063 0.09 0.38 0.35 0.01
C 2.064 2.363 -1.438 -0.22 -0.30 0.31 -0.05
C 1.896 1.057 -2.197 0.55 0.10 -0.22 -0.36
O 0.920 0.230 -1.786 -1.11 -0.14 1.40 -0.21
C 1.574 1.353 -3.701 -0.34 -0.03 -0.62 -0.55
F 0.677 2.342 -3.823 -0.19 0.16 0.24 0.16
F 1.043 0.289 -4.300 -0.06 -0.31 0.07 0.16
F 2.620 1.708 -4.480 0.25 0.07 0.09 0.13
C 3.263 0.300 -2.152 0.47 -0.16 0.08 -0.55
F 4.297 0.996 -2.677 -0.04 0.20 -0.06 0.13
F 3.227 -0.860 -2.814 -0.26 -0.12 -0.10 0.17
F 3.624 0.032 -0.895 -0.24 0.03 0.29 0.13
C 0.634 1.454 3.139 -0.12 0.00 -0.43 -0.05
C 1.126 1.683 4.417 0.49 0.09 0.03 0.02
C -0.842 1.101 2.950 0.01 -0.18 0.64 -0.37
O -1.259 1.102 1.668 0.00 -0.69 -1.22 -0.22
C -1.731 2.156 3.669 -0.32 0.51 0.20 -0.55
F -3.007 2.076 3.315 -0.16 -0.20 -0.30 0.18
F -1.320 3.400 3.371 0.20 0.18 -0.30 0.15
F -1.727 2.093 5.015 0.22 -0.23 0.23 0.14
C -1.110 -0.286 3.612 -0.05 -0.51 0.28 -0.56
F -0.785 -0.338 4.923 0.22 0.19 0.29 0.14
F -0.371 -1.228 3.025 0.06 0.08 -0.08 0.10
F -2.386 -0.651 3.558 -0.24 0.22 -0.08 0.18
H 3.863 2.859 6.046 0.04 0.02 0.05 0.07
H 3.011 1.406 6.585 0.06 -0.01 0.12 0.08
H 2.176 2.955 6.580 0.02 0.03 0.05 0.08
H 4.317 2.492 3.695 0.13 -0.03 0.03 0.11
H 3.494 2.037 1.443 0.11 0.04 -0.11 0.12
H 1.289 3.987 1.408 -0.01 0.05 0.08 0.13
H 2.467 5.796 0.263 0.04 0.14 0.14 0.11
H 4.363 6.238 -1.380 0.11 0.08 -0.03 0.07
H 3.183 6.347 -2.685 0.01 0.12 -0.07 0.08
H 4.515 5.201 -2.816 0.06 0.05 0.01 0.08
H 3.162 3.240 -3.047 0.04 -0.03 -0.05 0.12
H 0.479 1.579 5.274 -0.09 -0.01 -0.05 0.12
S 1.443 -1.807 0.660 -0.80 0.90 -0.21 0.68
C 0.643 -2.883 -0.461 0.32 1.15 1.08 -0.79
N 1.205 -4.065 -0.539 0.29 -0.75 -0.37 0.04
N 0.649 -5.085 -1.188 0.92 0.33 -0.24 0.02
C -0.673 -5.448 -1.332 -1.23 -0.28 -0.21 -0.25
C -1.689 -4.936 -0.517 0.27 -0.15 0.01 -0.02
C -2.981 -5.397 -0.659 -0.01 -0.07 -0.04 -0.07
C -3.291 -6.362 -1.607 -0.03 -0.11 -0.13 -0.10
C -2.288 -6.873 -2.418 -0.21 -0.03 0.08 -0.11
C -0.990 -6.425 -2.283 0.28 0.32 0.20 -0.04
N -0.364 -2.483 -1.242 -0.87 -0.40 -1.25 0.08
N -0.846 -1.304 -1.125 0.21 -1.47 0.48 -0.21
C -1.705 -0.821 -2.084 -1.14 0.34 -1.45 -0.27
C -2.242 0.466 -1.894 0.30 -0.49 -0.07 -0.06
C -3.088 1.011 -2.833 0.04 0.10 -0.11 -0.06
C -3.439 0.283 -3.960 0.06 0.10 0.18 -0.08
C -2.934 -0.998 -4.142 -0.06 0.01 -0.08 -0.08
C -2.068 -1.553 -3.222 0.16 0.07 0.30 0.01
H 1.347 -5.751 -1.498 -0.25 0.06 0.26 0.15
H -1.466 -4.203 0.242 -0.03 0.12 0.07 0.11
H -3.752 -5.003 -0.015 -0.07 0.09 0.08 0.10
H -4.305 -6.720 -1.710 -0.08 0.01 -0.01 0.10
H -2.518 -7.626 -3.160 -0.01 -0.03 -0.03 0.10
H -0.207 -6.815 -2.920 0.08 -0.05 -0.07 0.10
H -2.021 1.030 -0.988 -0.25 0.03 -0.16 0.08
H -3.491 2.000 -2.665 -0.04 0.02 -0.02 0.11
H -4.113 0.715 -4.684 -0.07 -0.01 -0.09 0.10
H -3.225 -1.562 -5.016 0.03 -0.09 -0.06 0.10
H -1.668 -2.546 -3.361 0.04 -0.03 0.02 0.11
F -3.715 -3.112 2.183 0.21 -0.05 0.07 0.12
C -4.324 -2.050 1.630 -0.03 0.03 -0.44 -0.53
F -5.331 -2.553 0.881 0.00 -0.07 -0.20 0.11
F -4.921 -1.379 2.625 0.10 0.28 0.18 0.13
C -3.360 -1.138 0.745 -0.62 -0.94 0.75 -0.58
O -3.934 -0.429 -0.054 -0.54 0.68 -0.34 0.07
O -2.152 -1.321 0.982 0.49 -0.26 0.19 -0.09
```
Positions in Å, forces in eV/Å.

- DFT total energy: -106373.9227 eV
- Lowest unoccupied orbital energy (spin up / spin down): 1.01 / 0.36 eV
- Charge: -1
- 2S+1: 5
- Kohn-Sham gap (spin up / spin down): 0.228 / 0.194 hartree
- HOMO level (spin up / spin down): -0.1908 / -0.1803 hartree
- ⟨S²⟩: 6.36

***

Record 3
A structure of composition C25H31IrN3OP2 at a distorted geometry, computed with wB97M-V/def2-TZVPD.

The geometry in XYZ format:
```
63
Properties=species:S:1:pos:R:3:forces:R:3:lowdin_charge:R:1
C -1.480 2.704 -3.534 0.43 1.02 0.11 -0.03
C -1.140 1.491 -2.951 1.09 -0.81 0.21 -0.20
C 0.268 1.115 -2.994 -0.40 1.70 -1.60 -0.20
C 1.328 2.094 -3.259 -2.52 1.06 0.76 -0.15
C 0.884 3.405 -3.508 1.18 -0.81 -0.34 -0.01
C -0.447 3.623 -3.856 -1.68 -0.06 0.47 -0.04
C 2.683 1.702 -3.281 0.31 0.33 0.62 0.06
C 2.925 0.336 -3.044 0.52 -2.48 1.12 -0.15
C 1.795 -0.573 -2.816 2.15 -0.93 -1.13 -0.19
C 2.002 -1.986 -2.544 -0.92 1.01 -0.24 -0.20
C 3.245 -2.528 -2.842 1.18 0.48 0.21 -0.03
C 4.320 -1.645 -3.115 -0.25 -1.47 0.52 -0.04
C 4.205 -0.260 -3.006 -0.72 1.18 -0.52 0.00
H -2.545 2.950 -3.685 0.76 0.02 -0.02 0.13
H 1.660 4.173 -3.591 -0.51 -0.09 -0.33 0.13
H -0.726 4.555 -4.336 0.03 0.03 0.19 0.12
H 3.495 2.454 -3.254 -0.58 -0.61 -0.26 0.14
H 3.382 -3.625 -2.805 0.09 0.82 -0.15 0.13
H 5.276 -2.077 -3.389 0.03 0.05 0.23 0.11
H 5.065 0.423 -3.037 -0.20 -0.62 -0.29 0.13
N 0.578 -0.165 -3.185 -1.79 -1.43 2.05 0.18
Ir -0.163 -0.445 0.675 0.91 -0.50 0.62 0.71
C -2.161 0.562 -2.246 0.67 0.48 -1.09 -0.24
H -2.120 -0.476 -2.639 0.21 0.51 0.30 0.10
H -3.197 0.935 -2.414 0.65 -0.14 0.29 0.11
C 0.852 -2.860 -1.993 0.89 0.21 -0.85 -0.25
H -0.069 -2.793 -2.609 0.43 0.22 0.36 0.11
H 1.166 -3.925 -1.981 -0.14 0.52 0.02 0.11
P -1.765 0.562 -0.449 -1.50 -0.02 -0.64 0.67
P 0.466 -2.336 -0.294 -0.47 -0.29 -1.19 0.65
C 1.724 -3.007 0.829 0.38 -0.15 -0.13 -0.22
H 1.443 -2.829 1.873 -0.02 -0.09 -0.18 0.03
H 1.844 -4.082 0.672 0.01 0.01 0.05 0.07
H 2.690 -2.517 0.672 -0.13 -0.05 -0.10 0.06
C -1.054 -3.222 0.104 0.09 -0.75 -0.01 -0.27
H -0.824 -4.285 0.163 -0.37 -0.24 0.05 0.06
H -1.450 -2.863 1.059 -0.05 -0.29 -0.15 0.02
H -1.787 -3.028 -0.682 0.07 -0.15 0.10 0.05
C -2.169 2.244 0.122 0.27 0.30 -0.10 -0.22
H -3.129 2.572 -0.294 0.15 -0.12 0.02 0.07
H -2.239 2.272 1.215 -0.02 -0.17 -0.18 0.04
H -1.401 2.964 -0.176 -0.06 -0.08 -0.08 0.06
C -3.115 -0.397 0.285 -0.34 0.10 -0.12 -0.26
H -2.949 -0.441 1.367 -0.29 -0.02 -0.17 0.04
H -4.051 0.116 0.059 -0.23 -0.24 0.13 0.06
H -3.107 -1.408 -0.129 -0.23 0.19 0.10 0.03
H 0.840 0.669 0.225 1.73 1.57 -0.61 -0.04
H 1.393 0.322 0.930 -0.08 0.18 -0.71 0.07
N -1.422 1.855 7.073 -0.14 -1.99 0.19 0.25
C -1.297 0.596 6.579 0.35 3.95 -1.02 -0.36
O -1.467 -0.388 7.289 -0.31 -1.53 1.06 0.33
C -0.932 0.466 5.161 -0.15 -1.25 0.27 -0.11
C -0.671 1.604 4.377 0.21 0.23 -0.98 0.03
C -0.327 1.395 3.051 -0.03 -0.70 1.14 -0.10
N -0.307 0.125 2.587 0.46 1.08 -0.24 -0.22
C -0.438 -0.989 3.334 -0.63 0.41 0.46 -0.13
C -0.811 -0.857 4.648 0.31 -0.19 -0.26 0.05
H -1.671 1.948 8.042 -0.03 0.26 0.24 0.15
H -1.229 2.671 6.524 0.03 0.00 -0.04 0.11
H -0.727 2.648 4.697 0.10 -0.52 0.13 0.13
H 0.008 2.168 2.350 -0.44 -0.21 0.40 0.13
H -0.226 -1.918 2.772 -0.32 0.38 1.04 0.09
H -0.921 -1.794 5.203 -0.12 0.72 0.29 0.14
```
Positions in Å, forces in eV/Å.

- DFT total energy: -54340.3923 eV
- Lowest unoccupied orbital energy (spin up / spin down): -7.43 / -11.11 eV
- Charge: +2
- 2S+1: 6
- Kohn-Sham gap (spin up / spin down): 0.114 / 0.051 hartree
- HOMO level (spin up / spin down): -0.3866 / -0.4591 hartree
- ⟨S²⟩: 8.81